{
  "formula": "C20H59BF4O13S8Si2",
  "method": "ωB97M-V/def2-TZVPD",
  "elements": ["C", "C", "O", "Si", "O", "Si", "O", "B", "O", "O", "C", "F", "F", "C", "F", "F", "H", "H", "H", "H", "H", "H", "H", "H", "H", "H", "H", "C", "S", "O", "C", "H", "H", "H", "H", "H", "H", "C", "S", "O", "C", "H", "H", "H", "H", "H", "H", "C", "S", "O", "C", "H", "H", "H", "H", "H", "H", "C", "S", "O", "C", "H", "H", "H", "H", "H", "H", "C", "S", "O", "C", "H", "H", "H", "H", "H", "H", "C", "S", "O", "C", "H", "H", "H", "H", "H", "H", "C", "S", "O", "C", "H", "H", "H", "H", "H", "H", "C", "S", "O", "C", "H", "H", "H", "H", "H", "H"],
  "xyz": [[-2.85, 1.49, 4.94], [-2.97, 0.02, 4.54], [-1.70, -0.64, 4.60], [-0.96, -1.12, 3.23], [0.65, -0.84, 3.44], [1.87, -1.06, 2.38], [1.70, 0.13, 1.28], [2.71, 0.98, 0.88], [4.03, 0.56, 0.86], [2.37, 2.28, 0.48], [1.83, -2.84, 1.61], [3.15, -3.05, 1.17], [1.59, -3.78, 2.62], [0.92, -3.16, 0.40], [0.18, -2.03, 0.11], [0.02, -4.16, 0.70], [-2.89, 1.61, 6.03], [-3.67, 2.08, 4.50], [-1.90, 1.90, 4.57], [-3.41, -0.06, 3.54], [-3.63, -0.52, 5.24], [-1.14, -2.57, 3.00], [-1.46, -0.34, 2.09], [3.14, -1.00, 3.09], [4.54, 1.08, 1.49], [2.59, 2.47, -0.43], [1.51, -3.45, -0.47], [4.76, -1.44, -3.11], [3.76, 0.01, -2.85], [3.25, 0.43, -4.19], [5.10, 1.12, -2.41], [4.08, -2.22, -3.47], [5.53, -1.25, -3.86], [5.21, -1.75, -2.16], [5.81, 1.16, -3.23], [5.56, 0.76, -1.49], [4.67, 2.11, -2.25], [2.46, 0.43, 5.91], [2.57, 1.93, 4.95], [3.18, 1.56, 3.64], [3.88, 2.70, 5.91], [1.72, -0.20, 5.43], [3.44, -0.05, 5.92], [2.15, 0.68, 6.92], [4.74, 2.04, 5.92], [3.52, 2.86, 6.93], [4.12, 3.64, 5.43], [-2.67, 3.56, 0.44], [-2.74, 1.77, 0.50], [-2.78, 1.39, 1.95], [-1.06, 1.50, -0.06], [-3.63, 3.93, 0.79], [-1.87, 3.90, 1.10], [-2.50, 3.86, -0.59], [-0.36, 2.01, 0.61], [-0.96, 1.87, -1.08], [-0.87, 0.43, -0.03], [5.42, -4.95, -7.32], [5.24, -3.85, -5.92], [6.37, -4.15, -5.00], [3.76, -4.60, -5.24], [6.32, -4.65, -7.85], [5.52, -5.98, -6.96], [4.55, -4.85, -7.97], [3.92, -5.65, -5.01], [2.95, -4.48, -5.96], [3.51, -4.06, -4.34], [-5.48, 1.48, -2.68], [-4.28, 2.48, -3.55], [-3.17, 2.75, -2.60], [-5.29, 3.96, -3.60], [-5.03, 0.50, -2.51], [-5.71, 1.95, -1.72], [-6.36, 1.40, -3.31], [-5.55, 4.25, -2.58], [-6.19, 3.74, -4.18], [-4.71, 4.74, -4.08], [0.33, -1.01, -4.90], [0.10, -2.55, -4.03], [0.94, -3.57, -4.73], [-1.59, -2.84, -4.53], [1.36, -0.68, -4.75], [0.15, -1.17, -5.96], [-0.35, -0.26, -4.50], [-1.64, -2.87, -5.62], [-2.22, -2.04, -4.14], [-1.90, -3.79, -4.12], [-10.29, 1.83, -5.48], [-8.63, 1.91, -6.16], [-7.71, 1.61, -5.03], [-8.59, 3.69, -6.39], [-10.48, 0.79, -5.22], [-10.34, 2.45, -4.59], [-11.00, 2.16, -6.23], [-8.77, 4.18, -5.43], [-9.35, 3.97, -7.12], [-7.61, 3.94, -6.76], [3.83, -0.11, 11.19], [4.36, -0.38, 9.49], [3.89, 0.80, 8.71], [3.22, -1.72, 9.14], [4.40, 0.73, 11.57], [2.76, 0.12, 11.19], [4.04, -1.00, 11.78], [2.20, -1.37, 9.29], [3.44, -2.56, 9.78], [3.36, -2.00, 8.10]],
  "energy_ev": -162300.5963,
  "homo_ev": -8.28,
  "charge": 0,
  "e_above_lowest_kj_mol": 0.0,
  "gap_ev": 8.619
}